{
  "formula": "C4H11NP",
  "method": "the ωB97M-V functional and the def2-TZVPD basis",
  "largest_force_ev_per_a": 3.772,
  "e_tot_ev": -15097.451,
  "de_lowest_kcal_mol": 20.5,
  "lumo_ev": -3.7,
  "charge": 1,
  "elements": ["N", "C", "C", "C", "C", "P", "H", "H", "H", "H", "H", "H", "H", "H", "H", "H", "H"],
  "positions_angstrom": [[-0.82697, 1.51546, -0.58791], [-0.23481, 0.89013, 0.59837], [-0.89898, -0.55158, 0.61150], [0.11599, -1.47935, -0.03115], [1.31831, -0.66798, -0.59249], [1.56436, 0.95065, 0.29497], [-1.88057, 1.52885, -0.34878], [-0.65062, 0.84691, -1.38200], [-0.63661, 2.52938, -0.87987], [-0.46955, 1.37124, 1.55878], [-1.88399, -0.53976, 0.12433], [-1.02543, -0.79156, 1.62074], [0.34963, -2.24721, 0.72375], [-0.37489, -2.19818, -0.81669], [2.30539, -1.21539, -0.73303], [1.08245, -0.36244, -1.62225], [2.14630, 0.42083, 1.46175]]
}